Record 1
{
  "formula": "C3HCl3O",
  "method": "the ωB97M-V functional and the def2-TZVPD basis",
  "smiles": "O=C(Cl)C=C(Cl)Cl",
  "total_energy_ha": -1570.6998,
  "homo_ha": -0.3820,
  "symbols": ["Cl", "Cl", "Cl", "O", "C", "C", "C", "H"],
  "xyz": [[-2.197, 0.800, -0.707], [-0.985, -1.171, -2.246], [1.621, -0.324, 2.281], [0.252, 1.642, 1.305], [0.340, -0.258, -0.185], [-0.769, -0.165, -0.963], [0.603, 0.581, 1.040], [1.134, -1.105, -0.525]],
  "atomic_forces_ev_per_a": [[0.823, 0.103, 0.392], [0.010, -1.378, -1.787], [-0.227, 0.038, -0.599], [-1.115, 2.729, 0.290], [1.057, -1.345, -0.925], [0.500, 0.915, 2.232], [0.976, -3.426, -0.756], [-2.023, 2.364, 1.153]],
  "lowdin_charge": [0.656, 0.719, 0.560, 0.089, -0.193, -1.189, -0.799, 0.156]
}

---

Record 2
{
  "formula": "C3HCl5",
  "method": "the ωB97M-V functional and the def2-TZVPD basis",
  "total_energy_ha": -2415.7320,
  "homo_ha": [-0.3472, -0.3352],
  "symbols": ["Cl", "Cl", "Cl", "Cl", "Cl", "C", "C", "C", "H"],
  "xyz": [[2.009, 0.844, 1.131], [-1.303, 1.797, 0.892], [1.076, -1.886, 1.304], [0.783, 1.094, -1.608], [-0.355, -1.621, -1.293], [-1.314, 0.452, -0.063], [1.295, -0.416, 0.257], [-0.026, -0.120, -0.468], [-2.165, -0.145, -0.151]],
  "atomic_forces_ev_per_a": [[0.502, 0.204, 0.163], [-0.323, 0.918, 0.560], [0.688, 0.810, -0.454], [-0.614, 0.337, -1.055], [-0.559, -0.482, -1.037], [1.914, -0.205, 0.682], [-2.082, -1.245, 2.877], [1.733, 0.271, -1.697], [-1.260, -0.608, -0.037]],
  "lowdin_charge": [0.632, 0.726, 0.518, 0.574, 0.663, -0.668, -1.154, -1.331, 0.040]
}

---

Record 3
{
  "formula": "C3HClF2",
  "method": "the ωB97M-V functional and the def2-TZVPD basis",
  "smiles": "FC1(F)C=C1Cl",
  "total_energy_ha": -774.7430,
  "homo_ha": -0.3999,
  "symbols": ["Cl", "F", "F", "C", "C", "C", "H"],
  "xyz": [[1.706, 1.816, 0.036], [0.236, -1.532, -1.079], [0.232, -1.576, 1.085], [0.470, 0.700, -0.035], [-0.831, 0.509, 0.024], [0.055, -0.706, 0.105], [-1.869, 0.788, -0.136]],
  "atomic_forces_ev_per_a": [[0.377, 0.310, -0.257], [-0.436, 1.232, 1.434], [-0.157, 0.357, 0.855], [-0.856, -1.239, 1.270], [0.425, -1.750, -0.439], [0.209, 0.873, -3.168], [0.439, 0.218, 0.306]],
  "lowdin_charge": [0.749, -0.016, 0.118, -0.634, 0.111, -0.444, 0.114]
}

---

Record 4
{
  "formula": "C3HClF2",
  "method": "the ωB97M-V functional and the def2-TZVPD basis",
  "total_energy_ha": -774.5510,
  "spin_multiplicity": 3,
  "homo_ha": [-0.2439, -0.4012],
  "symbols": ["Cl", "F", "F", "C", "C", "C", "H"],
  "xyz": [[-2.050, -1.784, -1.020], [0.024, -1.888, 0.396], [0.423, 1.972, 1.400], [0.676, 1.141, 0.114], [-0.689, -0.961, -0.370], [-0.015, 0.096, -0.231], [1.632, 1.424, -0.288]],
  "atomic_forces_ev_per_a": [[0.908, 1.680, 0.229], [-0.644, -0.419, -0.352], [0.211, -0.959, -1.805], [-1.499, -1.648, 1.255], [-5.309, -12.222, 0.248], [6.254, 13.036, 0.421], [0.077, 0.532, 0.004]],
  "lowdin_charge": [0.746, -0.022, -0.150, 0.013, -0.685, -0.005, 0.102]
}

---

Record 5
{
  "formula": "C3HClI2O2",
  "method": "the ωB97M-V functional and the def2-TZVPD basis",
  "total_energy_ha": -1320.9203,
  "homo_ha": -0.3559,
  "symbols": ["I", "I", "Cl", "O", "O", "C", "C", "C", "H"],
  "xyz": [[1.721, 0.943, 1.505], [0.409, 1.645, -1.815], [0.515, -2.158, 0.764], [-2.000, -0.409, 0.214], [1.161, -1.318, -1.555], [-1.311, 0.531, 0.465], [0.757, -1.013, -0.465], [0.457, 0.437, -0.080], [-1.710, 1.343, 0.967]],
  "atomic_forces_ev_per_a": [[0.255, 0.571, 0.230], [0.218, 0.253, 0.157], [-0.191, -0.821, 0.799], [0.523, 0.683, 0.021], [-0.440, 0.069, 1.130], [2.550, -3.854, -2.147], [0.481, 0.776, -2.087], [-3.381, -0.139, 0.793], [-0.015, 2.462, 1.102]],
  "lowdin_charge": [0.886, 0.915, 0.743, 0.041, -0.020, -0.261, -1.073, -1.318, 0.087]
}

---

Record 6
{
  "formula": "C3HClIN",
  "method": "the ωB97M-V functional and the def2-TZVPD basis",
  "smiles": "C#CCl.N#CI",
  "total_energy_ha": -927.4311,
  "homo_ha": -0.3624,
  "symbols": ["I", "Cl", "N", "C", "C", "C", "H"],
  "xyz": [[2.881, -0.547, 0.614], [-0.721, 2.085, 1.501], [0.735, -0.545, -1.664], [-1.579, -0.345, 0.261], [1.568, -0.404, -0.894], [-1.179, 0.712, 0.755], [-1.706, -0.956, -0.572]],
  "atomic_forces_ev_per_a": [[-0.143, 0.213, -0.247], [0.107, 0.215, 0.237], [-0.378, 0.175, -0.806], [1.414, 3.807, 1.482], [0.661, -0.426, 0.895], [-1.297, -2.895, -1.028], [-0.366, -1.089, -0.533]],
  "lowdin_charge": [0.892, 0.694, 0.053, 0.018, -0.904, -0.757, 0.005]
}